The following is a quantum chemistry calculation of a structure of composition C31H46I3N4O5, from the Open Molecules 2025 dataset.

Values from the calculation:
HOMO ... -10.069 eV
Charge ... +1
Maximum force ... 1.6 eV/A
HOMO-LUMO gap ... 7.82 eV
Lowest unoccupied orbital energy ... -2.25 eV

Structure (XYZ):
```
89
Properties=species:S:1:pos:R:3:lowdin_charge:R:1
C -3.606 -6.907 -2.062 -0.10
C -2.715 -7.327 -0.896 -0.24
C -3.232 -6.757 0.441 -0.17
C -2.567 -5.442 0.841 -0.30
C -2.603 -5.274 2.380 -0.01
N -3.122 -4.281 0.113 0.07
C -2.228 -3.237 -0.201 -0.34
O -1.369 -3.274 -1.024 0.15
C -2.653 -2.079 0.670 -0.01
C -1.967 -0.924 1.037 -0.08
C -0.562 -0.709 0.517 -0.13
C -0.426 0.443 -0.487 -0.16
C 0.813 0.262 -1.392 -0.17
C 0.482 0.591 -2.846 -0.20
N 1.346 -0.172 -3.753 0.04
C 2.692 0.202 -3.681 -0.52
C 3.663 -0.730 -4.355 0.00
O 3.081 1.206 -3.118 0.04
C -2.632 -0.040 1.913 -0.18
C -1.914 1.206 2.391 -0.19
O -1.733 1.242 3.817 -0.16
N -1.088 0.070 4.248 -0.02
O -0.401 0.290 5.163 0.09
C -3.941 -0.312 2.348 -0.53
I -4.973 1.038 3.584 1.03
C -4.620 -1.483 1.960 -0.32
C -5.978 -1.829 2.428 -0.84
I -6.029 -2.666 4.362 0.85
C -7.059 -1.638 1.682 -0.84
C -6.924 -1.061 0.300 -0.12
I -8.983 -2.127 2.327 0.88
C -3.930 -2.346 1.123 -0.04
C -4.330 -3.685 0.556 -0.34
O -5.410 -4.156 0.414 0.18
H -3.131 -7.166 -3.006 0.07
H -3.790 -5.837 -2.034 0.06
H -4.568 -7.407 -1.994 0.07
H -2.685 -8.409 -0.791 0.10
H -1.697 -6.975 -1.046 0.10
H -2.969 -7.468 1.225 0.11
H -4.316 -6.666 0.455 0.12
H -1.523 -5.516 0.551 0.14
H -1.673 -5.677 2.774 0.08
H -2.654 -4.242 2.716 0.07
H -3.404 -5.880 2.791 0.08
H 0.091 -0.537 1.376 0.12
H -0.237 -1.637 0.065 0.10
H -0.302 1.363 0.082 0.09
H -1.320 0.552 -1.094 0.12
H 1.605 0.938 -1.080 0.08
H 1.212 -0.747 -1.327 0.12
H 0.635 1.664 -2.994 0.12
H -0.560 0.397 -3.076 0.12
H 1.035 -0.108 -4.716 0.14
H 4.364 -1.109 -3.620 0.09
H 3.123 -1.576 -4.771 0.08
H 4.195 -0.200 -5.138 0.09
H -2.459 2.103 2.118 0.11
H -0.921 1.246 1.964 0.09
H -6.387 -1.764 -0.333 0.08
H -6.340 -0.144 0.349 0.08
H -7.882 -0.871 -0.169 0.06
C 6.899 7.197 -0.309 -0.09
C 5.584 6.895 0.417 -0.22
C 5.378 5.429 0.791 -0.12
N 4.645 4.596 -0.233 -0.26
C 5.221 4.740 -1.602 0.02
C 4.715 3.133 0.183 -0.09
C 3.509 2.923 1.074 -0.14
C 2.432 3.733 0.359 -0.13
C 3.156 4.939 -0.238 -0.07
H 6.910 6.836 -1.336 0.06
H 7.063 8.272 -0.348 0.08
H 7.744 6.751 0.216 0.08
H 4.736 7.281 -0.155 0.11
H 5.599 7.455 1.352 0.12
H 4.779 5.361 1.698 0.13
H 6.333 4.940 0.979 0.14
H 6.285 4.523 -1.557 0.12
H 5.041 5.749 -1.959 0.10
H 4.720 4.033 -2.258 0.11
H 4.640 2.530 -0.721 0.13
H 5.669 2.944 0.667 0.14
H 3.690 3.307 2.079 0.12
H 3.250 1.870 1.161 0.13
H 1.628 4.031 1.030 0.13
H 1.988 3.142 -0.443 0.11
H 3.008 5.844 0.344 0.13
H 2.855 5.123 -1.265 0.13
```